71
Properties=species:S:1:pos:R:3:forces:R:3:mulliken_spin:R:1 method="wB97M-V/def2-TZVPD" orbital_gap_ev="9.37 / 9.26" e_homo_ev="-8.858 / -9.274" spin_multiplicity=2
C -0.5494 -3.1103 -1.2341 0.78 0.25 1.20 -0.0001
C -0.0002 -1.9332 -0.3230 0.49 -0.62 -0.77 0.0000
C -0.0456 -0.5014 -0.9800 0.58 -1.32 -0.78 0.0033
C 0.0795 -0.7152 -2.5357 0.24 1.08 0.11 0.0010
C -1.1786 0.4956 -0.5244 -0.04 -0.02 0.00 -0.0466
N -0.4785 1.8227 -0.1843 1.03 -2.56 -0.06 0.0042
C 0.1411 2.4558 -1.2842 1.14 -0.44 1.03 -0.0002
O -0.3432 3.3285 -1.8513 -1.70 2.33 -1.88 0.0000
F 1.4036 2.1020 -1.7033 -0.70 -0.61 1.37 0.0003
C 0.2506 1.8355 1.0274 0.09 -0.43 -0.45 -0.0014
O 0.3106 2.8041 1.6566 0.40 2.45 1.54 0.0002
F 0.8827 0.7445 1.5458 -0.74 -0.49 -1.44 0.0012
C -2.2487 0.9134 -1.5965 -0.40 0.40 0.65 0.0369
C -3.6304 0.1926 -1.6052 -1.71 0.42 -2.08 0.0345
C -4.6229 1.2398 -2.2619 0.69 -0.09 -0.77 0.0000
C -3.7746 -1.0733 -2.5237 -0.15 -0.63 0.41 0.0094
N -4.2236 -0.1158 -0.2788 1.58 1.13 0.30 0.3311
O -4.9663 0.8175 0.2014 -0.06 -0.41 -0.16 0.5738
C -3.2637 -0.6794 0.7050 -0.66 -0.47 2.31 0.0113
C -3.1165 -2.2269 0.6107 -1.05 -0.19 -0.11 0.0150
C -3.9655 -0.4666 2.1153 1.32 -0.84 0.20 -0.0045
C -1.9464 0.1546 0.8071 -0.43 0.32 -0.41 0.0486
H 0.2639 -3.4043 -1.9262 -0.72 0.19 0.10 0.0000
H -0.6834 -3.9735 -0.5470 -0.32 0.39 -0.63 -0.0002
H -1.4690 -2.8474 -1.7756 0.38 -0.38 0.24 0.0000
H 1.0779 -2.1996 -0.2211 -0.61 0.41 0.11 -0.0001
H -0.3943 -1.9938 0.7039 -0.02 0.25 -0.57 0.0002
H 0.9510 -0.0726 -0.7432 -0.89 0.03 0.23 0.0005
H -0.8502 -1.0565 -3.0176 0.53 -0.13 0.24 -0.0007
H 0.3579 0.2378 -3.0441 -0.26 -0.51 0.36 -0.0004
H 0.9324 -1.3944 -2.7376 -0.67 0.21 0.11 0.0001
H -1.8862 0.9570 -2.6401 0.05 -0.29 0.57 -0.0013
H -2.5048 1.9708 -1.3588 0.30 -0.68 0.01 -0.0026
H -5.6692 0.8919 -2.2364 0.51 0.17 0.21 -0.0017
H -4.3451 1.3239 -3.3393 -0.07 -0.06 0.67 -0.0005
H -4.5168 2.2514 -1.8374 -0.30 -0.57 0.06 0.0015
H -4.3665 -1.8363 -1.9728 0.38 0.42 -0.38 -0.0059
H -2.8356 -1.5598 -2.8391 -0.32 0.36 0.20 0.0019
H -4.3672 -0.8458 -3.4312 0.50 -0.01 0.45 -0.0031
H -3.0685 -2.6289 -0.4148 0.41 0.25 0.55 -0.0018
H -2.3247 -2.6340 1.2694 -0.22 0.44 -0.62 -0.0004
H -4.0600 -2.6442 1.0352 0.52 0.23 -0.39 -0.0026
H -3.3860 -1.1149 2.8169 -0.39 0.44 -0.32 0.0000
H -5.0000 -0.8456 2.1213 0.42 0.46 -0.13 -0.0021
H -3.8610 0.5641 2.4888 -0.46 -0.42 -0.30 0.0013
H -1.3163 -0.3125 1.5875 -0.18 0.18 -0.57 -0.0037
H -2.2896 1.1289 1.2284 0.34 -0.49 -0.42 0.0035
C 6.2578 1.1663 -2.5103 -0.01 -0.01 0.00 0.0000
C 4.9620 1.5688 -2.2135 0.02 -0.01 -0.01 0.0000
C 3.8879 1.0188 -2.9014 0.04 -0.10 -0.08 0.0000
C 4.1105 0.0580 -3.8806 0.06 0.02 0.04 0.0000
C 5.4061 -0.3472 -4.1750 -0.01 -0.02 -0.02 0.0000
C 6.4801 0.2098 -3.4929 -0.02 0.01 0.02 0.0000
H 7.0953 1.5981 -1.9757 -0.02 -0.01 -0.02 0.0000
H 4.7887 2.3132 -1.4451 0.00 -0.01 -0.03 0.0000
H 2.8812 1.3365 -2.6754 0.28 -0.12 -0.15 0.0000
H 3.2725 -0.3751 -4.4146 0.02 0.02 0.00 0.0000
H 5.5790 -1.0974 -4.9376 0.00 0.03 0.02 0.0000
H 7.4909 -0.1023 -3.7262 -0.03 0.00 0.01 0.0000
C 2.8806 0.2291 7.0421 -0.01 0.01 -0.01 0.0000
C 3.4469 -0.3418 5.9097 0.00 -0.02 -0.01 0.0000
C 2.9538 -0.0240 4.6504 -0.02 0.02 0.05 0.0000
C 1.9000 0.8723 4.5227 0.04 -0.02 0.13 -0.0002
C 1.3364 1.4458 5.6555 0.01 -0.03 0.03 0.0000
C 1.8235 1.1214 6.9152 0.01 0.00 -0.02 0.0000
H 3.2632 -0.0212 8.0244 -0.01 0.01 -0.03 0.0000
H 4.2732 -1.0358 6.0087 -0.03 0.02 0.00 0.0000
H 3.3917 -0.4744 3.7674 0.00 0.02 0.02 0.0000
H 1.5203 1.1235 3.5458 0.03 0.05 0.08 0.0002
H 0.5157 2.1462 5.5558 0.03 -0.02 -0.01 0.0000
H 1.3801 1.5649 7.7986 0.02 -0.01 -0.02 0.0000